[1]
Density functional theory data (the ωB97M-V functional and the def2-TZVPD basis) for C13H23ClNPW as an isolated structure.

```
40
C13H23ClNPW the ωB97M-V functional and the def2-TZVPD basis
H 1.564 2.078 0.976
H -0.420 0.976 1.361
P -0.334 -1.759 1.655
H 0.976 -3.425 0.496
N -0.326 2.524 0.140
C 1.162 0.361 -1.702
H -1.121 3.411 1.881
H 1.494 3.473 -0.149
H 2.742 1.801 -1.344
H -1.676 4.128 0.353
C 1.118 2.409 -0.062
H -1.888 1.185 -0.196
H -2.717 -2.235 1.491
C -1.320 1.960 -0.743
C 0.805 -0.555 -0.697
H -0.922 1.467 -1.634
H -2.234 -0.997 0.299
C -0.488 -2.990 2.980
C 1.027 -0.051 -3.041
Cl 3.357 -0.132 1.143
H -0.755 -3.471 -0.029
C 0.111 -2.813 0.167
C 0.630 -1.352 -3.331
H 1.386 -1.119 2.476
H 1.373 2.426 -2.213
C 1.636 1.745 -1.379
H -0.871 -2.483 3.874
H -1.182 -3.784 2.667
H 0.089 -3.310 -2.583
H 0.502 -3.413 3.195
H 0.530 -1.652 -4.377
C 0.371 -2.283 -2.328
H -0.016 4.452 0.991
H -2.407 -0.561 2.002
C -2.081 -1.356 1.324
H -2.040 2.758 -1.004
C -0.796 3.688 0.864
H 1.236 0.651 -3.852
C 0.431 -1.891 -0.979
W 1.052 0.139 1.309
```

The total charge is +2. As for the expectation value of S²: 2.015. The calculation puts the total energy at -1431.789436 a.u. The calculation puts the LUMO energy (spin up / spin down) at -8.9 / -9.8 eV. For the HOMO energy (spin up / spin down), the calculation gives -0.579 / -0.582 Eh. Its molecular weight is 443.60 g mol⁻¹. The multiplicity is 3.

***

[2]
Density functional theory data (the ωB97M-V functional and the def2-TZVPD basis) for C18H22IN5O2SSc as an isolated structure.

```
50
C18H22IN5O2SSc the ωB97M-V functional and the def2-TZVPD basis
O -1.273 3.966 -1.337
C -1.095 2.943 -0.732
C 1.672 1.194 -4.163
H -2.633 4.656 0.537
H 0.602 0.932 2.478
I -3.048 -0.995 -1.352
H 0.768 -2.091 2.633
H -3.434 2.146 3.942
Sc -0.599 -0.078 -0.503
C 0.865 -1.271 -3.338
N -1.649 1.517 1.169
C 1.482 -1.148 -4.568
C 1.093 -0.003 2.216
C -1.804 2.706 0.571
N 0.641 -0.224 -2.534
N 1.385 0.064 0.770
H 0.522 -2.233 -2.991
H -0.217 -1.013 3.576
H 1.967 2.200 -4.424
C 1.901 0.105 -4.987
H -2.107 0.422 2.875
H 2.387 0.233 -5.946
C 2.515 -0.760 0.297
H 2.261 -2.669 1.314
H -0.610 -4.517 0.365
N -0.893 -1.374 1.589
N -0.289 1.880 -1.133
C -3.165 3.555 2.328
C 0.187 -1.174 2.575
H 1.621 -2.027 -5.182
H -1.563 -3.224 2.401
C 1.024 0.988 -2.963
C -0.180 -3.624 0.815
H -1.727 -0.893 1.892
C -2.238 1.365 2.361
H 3.407 -0.559 0.897
C -2.991 2.343 2.976
C -2.555 3.738 1.103
C 2.260 -2.258 0.307
H -2.161 -2.798 0.794
S 0.704 -2.759 -0.501
H 1.637 1.030 0.572
C -1.286 -2.786 1.437
H 0.563 -3.963 1.536
H 3.074 -2.742 -0.229
C 0.697 2.162 -2.083
H 2.732 -0.440 -0.721
O 1.293 3.199 -2.211
H -3.759 4.343 2.774
H 2.016 -0.063 2.798
```

The total charge is +1. The calculation puts the total energy at -2580.008087 a.u. The calculation puts the energy relative to the best compared isomer or geometry (same formula, charge and spin) at 7.5 kcal/mol. The calculation puts the LUMO energy at -3.1 eV. For the HOMO energy, the calculation gives -0.428 Eh. Its molecular weight is 544.33 g mol⁻¹. The multiplicity is 1.

***

[3]
Density functional theory data (the ωB97M-V functional and the def2-TZVPD basis) for an isolated molecule of CHFN2O.

```
6
CHFN2O the ωB97M-V functional and the def2-TZVPD basis
H -0.107 0.401 0.355
O 0.271 -1.496 -3.425
N 0.157 -0.969 -1.279
C 0.293 -0.619 0.000
N 0.598 -0.917 -2.430
F 0.709 -1.449 0.921
```

The calculation puts the total energy at -323.161061 a.u. The calculation puts the energy relative to the best compared isomer or geometry (same formula, charge and spin) at 65.7 kcal/mol. The calculation puts the LUMO energy (spin up / spin down) at -0.4 / -0.4 eV. For the HOMO energy (spin up / spin down), the calculation gives -0.327 / -0.327 Eh. Its structure (SMILES) is O=N/N=C/F. Its molecular weight is 76.03 g mol⁻¹. The multiplicity is 1.

***

[4]
Density functional theory data (the ωB97M-V functional and the def2-TZVPD basis) for an isolated ion of composition C23H29BrClN2O2S and charge +1.

```
59
C23H29BrClN2O2S the ωB97M-V functional and the def2-TZVPD basis
Br -1.883 -2.360 4.821
N 3.513 0.396 -1.794
S 3.377 -1.656 -3.643
C 2.625 0.392 -0.660
H -1.924 -2.631 1.863
H -1.202 3.539 -2.551
N -0.425 3.043 2.015
C 0.350 2.929 0.942
C -1.555 -0.368 -3.017
H 0.676 -0.397 4.467
C -0.998 4.426 -0.583
H -0.978 0.186 4.566
H -2.621 -1.077 2.288
H -3.283 0.458 -2.006
H -1.743 4.528 0.231
C -1.494 3.280 -1.515
H 3.829 -2.067 -0.772
C 2.402 -0.713 0.243
C -1.329 -2.161 -1.587
C -0.585 2.020 2.932
H 3.600 -2.318 0.995
C 3.262 -0.429 -2.675
H 1.553 -3.511 -2.237
H 1.113 -1.888 -1.748
C 1.066 1.713 0.690
C -0.410 -3.363 -1.247
H 1.320 -3.265 0.730
H -3.437 0.452 -3.781
C 0.022 0.802 2.770
H -0.981 2.317 -1.310
H -1.246 -1.364 -0.817
C 0.886 0.616 1.608
C -0.753 -1.635 3.355
H -2.364 -2.565 -1.638
C 1.939 1.586 -0.436
C -0.242 -0.244 3.861
C 1.088 -2.943 -1.407
H -2.593 3.169 -1.494
H -1.226 2.253 3.791
C -1.654 -1.582 2.105
O -1.023 -1.637 -2.898
Cl -0.989 5.954 -1.551
H 1.081 3.983 -0.851
C 1.982 -3.180 -0.151
C 0.426 4.145 0.016
O -0.842 0.589 -3.198
H -3.627 -1.094 -2.885
H -0.619 -4.178 -1.965
H 1.444 -1.466 2.026
H 2.541 -4.127 -0.280
C 1.554 -0.609 1.353
H -0.608 -3.688 -0.210
H -1.109 -1.140 1.253
C 3.089 -2.073 0.040
C -3.081 -0.134 -2.919
H 0.754 5.054 0.553
H 2.118 2.413 -1.132
H 0.112 -2.308 3.267
H -0.900 3.927 2.176
```

The total charge is +1. The calculation puts the total energy at -4585.972392 a.u. The calculation puts the LUMO energy at -4.3 eV. For the HOMO energy, the calculation gives -0.441 Eh. Its structure (SMILES) is CC(=O)OCCCCCc1cc2c(C[C@H](C)Br)c[nH+]c(C[C@H](C)Cl)c2cc1N=C=S. Its molecular weight is 512.92 g mol⁻¹. The multiplicity is 1.

***

[5]
Density functional theory data (the ωB97M-V functional and the def2-TZVPD basis) for an isolated molecule of C4H7NO.

```
13
C4H7NO the ωB97M-V functional and the def2-TZVPD basis
C -0.315 2.600 0.143
O 0.680 -0.495 -0.748
C 0.405 -0.492 1.664
H -0.440 -0.410 2.273
C -0.180 -1.117 -1.678
H 0.986 -1.446 1.557
H 0.515 -1.734 -2.439
N -0.034 0.085 0.341
H -0.751 -0.227 -2.302
C -0.314 1.408 0.305
H 1.252 0.074 2.233
H -0.885 -1.654 -1.220
H -0.921 3.408 -0.129
```

The calculation puts the total energy at -286.401862 a.u. The calculation puts the energy relative to the best compared isomer or geometry (same formula, charge and spin) at 144.2 kcal/mol. The calculation puts the LUMO energy at 1.0 eV. For the HOMO energy, the calculation gives -0.321 Eh. Its structure (SMILES) is C#CN(C)OC. Its molecular weight is 85.11 g mol⁻¹. The multiplicity is 1.

***

[6]
Density functional theory data (the ωB97M-V functional and the def2-TZVPD basis) for an isolated molecule of C3H2O4S.

```
10
C3H2O4S the ωB97M-V functional and the def2-TZVPD basis
C -0.129 0.569 -0.093
O 2.273 0.259 -0.002
S 0.047 2.138 -0.017
H -0.737 -1.658 -0.277
H 2.078 1.170 0.075
C -1.542 0.019 0.062
C 1.119 -0.366 -0.018
O 0.987 -1.552 0.252
O -1.650 -1.307 -0.229
O -2.446 0.729 0.248
```

The calculation puts the total energy at -814.658030 a.u. The calculation puts the energy relative to the best compared isomer or geometry (same formula, charge and spin) at 8.5 kcal/mol. The calculation puts the LUMO energy at -2.5 eV. For the HOMO energy, the calculation gives -0.382 Eh. Its structure (SMILES) is O=C(O)C(=S)C(=O)O. Its molecular weight is 134.11 g mol⁻¹. The multiplicity is 1.

***

[7]
Density functional theory data (the ωB97M-V functional and the def2-TZVPD basis) for C17H20AsBrKN3O2S3 as an isolated structure.

```
48
C17H20AsBrKN3O2S3 the ωB97M-V functional and the def2-TZVPD basis
Br 1.624 -0.530 -5.710
C -0.617 4.162 -1.430
O 0.943 -1.364 -0.244
S -0.486 -0.087 4.078
H -3.577 4.405 -1.636
C -4.134 1.673 0.457
H 0.841 -3.387 -5.915
C 0.806 -1.462 -3.136
C 2.666 -0.685 5.105
O -0.954 -2.546 -0.279
H 2.695 0.330 5.496
S -5.035 2.929 -0.310
H -0.395 -4.437 -2.124
H -4.270 0.581 2.276
H 1.909 0.447 -0.908
S 1.048 3.967 -1.774
H -4.640 -0.359 0.822
C -4.759 0.613 1.301
N 0.223 -4.018 -4.049
H 2.961 1.869 -0.664
H 2.458 -2.886 2.717
H 0.885 -2.533 1.984
H -1.130 5.099 -1.564
C 0.957 2.317 -1.246
N -2.861 1.729 0.222
C 0.020 -3.682 -2.780
H 1.556 0.567 1.457
C 0.982 -1.809 -4.463
H 3.121 -0.182 1.802
H 2.295 -1.354 5.879
C 0.692 -3.096 -4.881
K -1.082 -0.342 1.018
H 0.962 -3.196 3.641
C -1.131 2.990 -0.966
As 1.449 -0.734 3.600
H 3.662 -0.994 4.790
N -0.227 1.958 -0.857
H 2.547 1.353 -2.292
C 2.280 0.354 2.241
C 1.445 -2.540 2.920
H 1.032 -0.466 -2.784
H 2.622 1.288 2.683
C 0.313 -2.420 -2.269
C 0.077 -2.087 -0.809
C -2.530 2.780 -0.593
H -5.821 0.794 1.451
C -3.587 3.549 -0.984
C 2.163 1.442 -1.274
```

The calculation puts the total energy at -7578.946979 a.u. The calculation puts the energy relative to the best compared isomer or geometry (same formula, charge and spin) at 0.9 kcal/mol. The calculation puts the LUMO energy at 0.2 eV. For the HOMO energy, the calculation gives -0.318 Eh. Its molecular weight is 588.49 g mol⁻¹. The multiplicity is 1.

***

[8]
Density functional theory data (the ωB97M-V functional and the def2-TZVPD basis) for C12H9CuF9NO16S2 as an isolated structure.

```
50
C12H9CuF9NO16S2 the ωB97M-V functional and the def2-TZVPD basis
O 3.320 -0.083 -0.245
C 0.806 -2.908 -2.777
C -1.616 -2.176 1.507
C -0.825 2.941 -2.444
O -0.402 -2.668 1.114
F 6.156 1.835 -0.021
F -0.280 -4.638 -0.019
O 0.742 -2.195 -1.543
H -0.602 -2.564 -4.450
H 5.048 -1.044 0.224
C 0.752 1.205 3.494
O -2.558 1.011 -2.108
H -1.626 -4.741 2.955
C -1.673 -4.399 1.921
F -3.903 4.429 2.518
F -1.465 -3.414 -2.811
C -0.558 -2.553 -3.364
F -0.910 2.642 -3.729
O 1.450 1.345 4.517
O -4.502 2.370 0.578
O 0.209 2.234 2.966
H 0.567 -4.268 1.734
H 0.895 -3.977 -2.609
C 2.893 1.171 0.002
H 5.221 1.086 1.593
O 3.962 1.979 0.150
F -0.823 4.269 -2.304
N -1.832 2.154 0.025
C -0.364 -4.060 1.204
H 5.209 -0.004 -1.218
O -3.369 3.306 -1.742
O 1.787 1.553 0.172
O -2.906 1.563 2.229
F -2.948 5.030 0.690
C 5.070 1.211 0.521
C 4.751 -0.104 -0.232
F 0.297 2.466 -1.924
O -2.392 -3.168 1.908
S -2.356 2.312 -1.502
O -0.730 -1.271 -2.873
S -3.144 2.393 1.064
F -1.723 4.332 2.319
O -1.927 -1.039 1.384
O 0.531 0.153 2.819
Cu -0.547 1.027 1.202
O -0.106 -0.160 -1.011
C -0.091 -1.123 -1.694
H 1.624 -2.446 -3.333
C -2.875 4.171 1.720
H -2.242 -5.185 1.423
```

The total charge is -1. As for the expectation value of S²: 0.761. The calculation puts the total energy at -5057.008965 a.u. The calculation puts the energy relative to the best compared isomer or geometry (same formula, charge and spin) at 0.0 kcal/mol. The calculation puts the LUMO energy (spin up / spin down) at 2.1 / 2.1 eV. For the HOMO energy (spin up / spin down), the calculation gives -0.200 / -0.185 Eh. Its molecular weight is 721.86 g mol⁻¹. The multiplicity is 2.

***

[9]
Density functional theory data (the ωB97M-V functional and the def2-TZVPD basis) for a 2-piece molecular cluster, C5H12O3Si overall.

```
21
C5H12O3Si the ωB97M-V functional and the def2-TZVPD basis
H 1.214 -0.173 0.460
C -1.004 -1.340 -1.974
Si -0.943 -0.817 -0.066
H -1.608 -0.545 -2.448
O -0.145 3.659 2.090
H 1.798 2.007 0.181
H 3.840 2.462 1.758
H 0.139 -1.259 -2.225
H -2.902 -1.025 1.388
O -1.378 0.712 0.091
C 1.865 2.751 0.932
H -1.502 -2.036 2.122
H -2.598 -2.557 0.790
H -0.892 1.417 0.499
C 0.822 3.330 1.451
H 3.636 3.754 0.295
C -2.083 -1.629 1.203
H 3.270 3.963 1.945
O 0.700 -0.991 0.352
C 3.278 3.204 1.252
H -1.422 -2.257 -2.456
```

The calculation puts the total energy at -712.950209 a.u. The calculation puts the energy relative to the best compared isomer or geometry (same formula, charge and spin) at 40.3 kcal/mol. The calculation puts the LUMO energy at 0.2 eV. For the HOMO energy, the calculation gives -0.349 Eh. Its structure (SMILES) is C[Si](C)(O)O.CC=C=O. Its molecular weight is 148.23 g mol⁻¹. The multiplicity is 1.